1.
# C25H50ClNP2SSi2Tc

A molecular structure, C25H50ClNP2SSi2Tc in a non-equilibrium geometry (wB97M-V/def2-TZVPD, OMol25).

As for the total energy: -3238.1636 Ha. The HOMO-LUMO gap (spin up / spin down) comes out at 6.3 / 5.0 eV. For the HOMO energy (spin up / spin down), the calculation gives -6.19 / -6.79 eV. For the energy above the lowest of the compared OMol25 structures with the same formula, charge and spin, the calculation gives 1.8278 eV. The value obtained for the strongest force on any atom is 3.9 eV/Å.

ORCA input file:
```
! wB97M-V def2-TZVPD RIJCOSX def2/J DEFGRID3
* xyz 0 4
Tc 0.443 0.211 -0.119
C 2.554 0.504 -0.109
C 2.270 -0.636 0.712
C 1.735 -1.650 -0.176
Si 2.545 -0.727 2.579
C 1.644 -1.132 -1.478
C 2.139 0.243 -1.489
Si 2.224 1.450 -2.917
H 3.078 1.413 0.183
H 1.498 -2.680 0.105
H 1.300 -1.661 -2.373
Cl -4.309 -1.237 0.461
C 3.549 2.765 -2.723
C 2.591 0.540 -4.514
C 3.501 0.774 3.144
C 3.464 -2.286 3.054
H 3.414 -0.178 -4.350
H 2.929 1.286 -5.253
H 1.715 0.004 -4.904
H 3.153 3.637 -2.121
H 3.863 3.090 -3.766
H 4.442 2.307 -2.193
H 4.239 -2.470 2.296
H 2.818 -3.175 3.111
H 3.969 -2.144 4.019
H 4.569 0.653 2.871
H 3.460 0.924 4.241
H 3.124 1.688 2.640
C 0.511 2.240 -2.967
C 0.821 -0.701 3.441
P -0.688 1.156 -2.118
H 0.223 2.452 -4.012
H 0.564 3.204 -2.430
P -0.472 -1.158 2.245
H 0.644 0.327 3.796
H 0.821 -1.366 4.319
C -2.017 -0.751 3.201
C -0.391 -3.046 2.138
C -1.019 -0.117 -3.507
C -2.190 2.245 -1.969
C -2.306 2.877 -0.589
H -3.029 1.551 -2.127
C -2.226 3.367 -3.024
H -1.387 4.066 -2.878
H -3.159 3.924 -2.841
H -2.232 2.997 -4.047
H -2.680 2.162 0.173
H -3.033 3.713 -0.635
H -1.350 3.296 -0.238
H 0.016 -0.385 -3.795
C -1.737 0.497 -4.708
C -1.725 -1.376 -3.020
H -1.175 1.303 -5.190
H -2.734 0.853 -4.409
H -1.879 -0.292 -5.460
H -1.102 -1.976 -2.337
H -1.963 -2.002 -3.893
H -2.676 -1.150 -2.510
H 0.505 -3.219 1.517
C -1.590 -3.560 1.363
C -0.168 -3.804 3.455
H 0.538 -3.342 4.146
H 0.232 -4.794 3.174
H -1.136 -3.964 3.958
H -1.370 -3.586 0.276
H -2.514 -2.938 1.486
H -1.821 -4.616 1.686
C -2.023 0.753 3.574
C -2.235 -1.630 4.459
H -2.831 -0.956 2.457
H -1.294 -1.763 5.074
H -2.669 -2.642 4.226
H -2.952 -1.088 5.113
H -1.165 1.012 4.225
H -2.932 0.980 4.152
H -2.019 1.429 2.708
C -1.921 -0.268 0.017
H -2.142 0.234 1.017
H -1.609 -1.319 -0.109
H -2.483 0.233 -0.812
S 0.469 2.044 1.289
C 1.117 3.248 0.286
N 1.661 4.131 -0.275
*
```


2.
# H14O7

7 unconnected molecules or ions with the total composition H14O7 in a non-equilibrium geometry (wB97M-V/def2-TZVPD, OMol25).

As for the total energy: -535.0560 Ha. The HOMO-LUMO gap comes out at 10.3 eV. For the HOMO energy, the calculation gives -10.58 eV. For the energy above the lowest of the compared OMol25 structures with the same formula, charge and spin, the calculation gives 1.8454 eV. The value obtained for the strongest force on any atom is 2.0 eV/Å. The SMILES is O.O.O.O.O.O.O.

ORCA input file:
```
! wB97M-V def2-TZVPD RIJCOSX def2/J DEFGRID3
* xyz 0 1
O 0.348 -1.635 -2.627
H -0.126 -2.377 -2.960
H 0.390 -1.731 -1.692
O -1.572 1.451 -1.348
H -1.076 0.999 -2.043
H -2.403 0.999 -1.279
O -1.070 -1.562 0.105
H -0.725 -1.899 0.921
H -1.770 -0.987 0.351
O 1.090 0.464 0.519
H 1.023 0.158 1.445
H 0.360 -0.138 0.223
O -0.423 2.326 1.784
H -1.119 1.785 2.149
H -0.056 1.772 1.056
O 1.693 1.139 -2.259
H 1.634 0.710 -1.427
H 1.540 0.489 -2.945
O 0.816 -0.696 2.934
H 0.435 -0.002 3.441
H 1.011 -1.264 3.652
*
```


> Number 1 is which compound?

C25H50ClNP2SSi2Tc